(1)
Entry from the OMol25 dataset: C50H47BBrFGaO16 as an isolated structure (ωB97M-V/def2-TZVPD).

Geometry (Å):
C 5.186 2.073 -0.359
C 4.726 0.856 -1.189
C 5.306 -0.461 -0.670
C 4.929 -0.804 0.773
C 3.418 -0.838 1.075
C 2.541 -1.455 -0.015
C 1.113 -1.739 0.518
C -0.016 -1.417 -0.496
Ga -1.372 -0.194 0.357
F -1.756 -0.824 2.059
Br -0.247 1.960 0.605
B -3.246 0.098 -0.567
O -3.555 -0.149 -1.912
O -4.310 0.535 0.234
H 5.337 2.945 -0.994
H 6.096 1.844 0.197
H 4.419 2.333 0.373
H 5.094 0.987 -2.213
H 3.640 0.851 -1.256
H 5.079 -1.290 -1.342
H 6.397 -0.340 -0.707
H 5.414 -0.097 1.452
H 5.334 -1.787 1.033
H 3.275 -1.460 1.966
H 3.020 0.145 1.336
H 2.964 -2.402 -0.367
H 2.426 -0.793 -0.871
H 1.043 -2.761 0.888
H 0.980 -1.111 1.406
H -0.547 -2.333 -0.766
H 0.368 -0.944 -1.403
H -3.513 0.682 -2.395
H -4.071 1.382 0.629
C 2.672 -4.900 -4.149
C 2.539 -4.710 -2.840
C 1.204 -4.494 -2.230
O 1.083 -4.301 -1.041
C 0.024 -4.498 -3.130
C 0.161 -4.690 -4.440
C 1.496 -4.906 -5.051
O 1.619 -5.077 -6.247
H 3.636 -5.055 -4.618
H 3.386 -4.698 -2.165
H -0.937 -4.327 -2.661
H -0.683 -4.693 -5.118
C 2.248 -6.671 0.661
C 1.234 -7.125 1.394
C 1.141 -8.555 1.774
O 0.220 -8.979 2.440
C 2.222 -9.462 1.306
C 3.234 -9.009 0.572
C 3.324 -7.576 0.192
O 4.247 -7.166 -0.482
H 2.332 -5.631 0.370
H 0.438 -6.479 1.743
H 2.133 -10.501 1.596
H 4.030 -9.651 0.218
C -5.593 0.389 3.158
C -5.619 -0.229 4.337
C -6.368 0.331 5.487
O -6.397 -0.229 6.563
C -7.093 1.611 5.277
C -7.070 2.231 4.101
C -6.320 1.667 2.951
O -6.301 2.239 1.879
H -5.051 -0.003 2.304
H -5.096 -1.161 4.512
H -7.630 2.003 6.131
H -7.588 3.166 3.925
C -1.887 1.769 4.554
C -1.064 0.725 4.454
C 0.124 0.613 5.336
O 0.887 -0.328 5.270
C 0.357 1.701 6.324
C -0.470 2.739 6.415
C -1.660 2.852 5.533
O -2.410 3.805 5.624
H -2.754 1.876 3.914
H -1.233 -0.061 3.718
H 1.230 1.597 6.957
H -0.321 3.543 7.125
C -1.033 6.550 2.361
C 0.002 5.714 2.368
C 0.828 5.499 1.153
O 1.766 4.736 1.156
C 0.448 6.248 -0.072
C -0.586 7.085 -0.077
C -1.406 7.302 1.140
O -2.348 8.070 1.132
H -1.651 6.717 3.234
H 0.288 5.147 3.245
H 1.057 6.067 -0.949
H -0.881 7.640 -0.958
C -6.115 3.933 -0.781
C -7.177 4.570 -1.268
C -7.052 5.551 -2.371
O -8.019 6.135 -2.816
C -5.693 5.798 -2.918
C -4.629 5.164 -2.435
C -4.758 4.180 -1.330
O -3.788 3.601 -0.891
H -6.176 3.214 0.024
H -8.177 4.406 -0.885
H -5.626 6.519 -3.723
H -3.628 5.328 -2.816
C 2.904 -0.868 -5.543
C 3.026 -0.382 -6.776
C 4.358 -0.182 -7.396
O 4.472 0.263 -8.519
C 5.552 -0.545 -6.591
C 5.431 -1.032 -5.359
C 4.097 -1.234 -4.739
O 3.985 -1.680 -3.620
H 1.943 -1.021 -5.068
H 2.170 -0.110 -7.381
H 6.513 -0.390 -7.064
H 6.286 -1.303 -4.752

Computed properties:
frontier orbital gap = 4.94 eV
net charge = -1
largest force on an atom = 0.9 eV Å⁻¹
molar mass = 1083.35 g/mol

(2)
Entry from the OMol25 dataset: C49H60N4O2PPd as an isolated structure in a non-equilibrium geometry (ωB97M-V/def2-TZVPD).

Geometry (Å):
Pd 0.366 -0.389 -0.124
C 2.701 -3.862 -3.336
O 2.716 -4.304 -1.952
C 1.859 -3.456 -1.301
N 1.370 -2.501 -1.928
C 1.898 -2.544 -3.288
C 0.786 -2.401 -4.305
C -0.369 -1.701 -3.956
C -1.393 -1.533 -4.877
C -1.274 -2.054 -6.162
C -0.126 -2.749 -6.517
C 0.897 -2.924 -5.590
C 1.550 -3.812 0.125
C 1.974 -5.024 0.634
C 1.584 -5.374 1.921
C 0.759 -4.514 2.606
C 0.400 -3.314 2.006
N 0.819 -2.943 0.798
C -0.639 -2.465 2.651
N -0.821 -1.243 2.477
C -2.097 -0.898 3.134
C -2.604 -2.245 3.692
O -1.544 -3.197 3.368
C -3.032 0.059 2.245
C -4.488 -0.204 2.498
C -5.448 0.589 1.907
C -5.302 1.656 1.002
C -4.110 2.034 0.296
C -2.926 1.383 0.172
H 2.207 -4.629 -3.931
H 3.725 -3.743 -3.677
H 2.559 -1.677 -3.390
H -0.474 -1.332 -2.943
H -2.291 -1.003 -4.583
H -2.079 -1.932 -6.876
H -0.024 -3.161 -7.514
H 1.793 -3.460 -5.889
H 2.564 -5.683 0.019
H 1.887 -6.316 2.357
H 0.379 -4.748 3.590
H -1.841 -0.289 3.992
H -3.536 -2.593 3.268
H -2.697 -2.219 4.774
H -4.800 -1.007 3.155
H -6.477 0.385 2.211
H -6.189 2.248 0.803
H -4.153 2.999 -0.211
H -2.092 1.855 -0.340
C 0.857 3.202 0.528
C 1.779 2.948 -0.669
C 2.962 3.915 -0.638
C 0.973 3.198 -1.953
P 2.163 1.097 -0.648
C 3.238 0.981 -2.161
C 4.607 1.246 -2.254
C 5.281 1.162 -3.468
C 4.598 0.817 -4.629
C 3.235 0.557 -4.561
C 2.575 0.636 -3.340
C 3.325 0.683 0.819
C 4.079 -0.603 0.439
C 4.294 1.744 1.342
C 2.378 0.295 1.966
H 0.351 4.167 0.422
H 1.430 3.228 1.460
H 0.090 2.428 0.622
H 2.595 4.927 -0.850
H 3.715 3.678 -1.396
H 3.447 3.943 0.336
H 0.522 4.194 -1.884
H 0.163 2.469 -2.065
H 1.596 3.170 -2.850
H 5.171 1.522 -1.373
H 6.345 1.369 -3.505
H 5.122 0.752 -5.575
H 2.682 0.280 -5.452
H 1.512 0.423 -3.292
H 4.822 -0.468 -0.346
H 3.367 -1.366 0.105
H 4.591 -0.981 1.332
H 5.002 2.118 0.600
H 4.874 1.314 2.166
H 3.750 2.600 1.745
H 1.556 -0.315 1.540
H 1.924 1.169 2.447
H 2.919 -0.278 2.729
C 0.795 3.004 3.752
C -0.689 2.824 3.529
C -1.585 3.684 4.172
C -2.946 3.427 4.153
C -3.932 4.351 4.823
C -3.413 2.274 3.514
C -2.563 1.441 2.811
C -1.193 1.754 2.808
N -2.680 0.082 0.750
C -3.137 -1.015 -0.182
C -3.062 -2.403 0.447
C -2.158 -1.029 -1.369
C -4.547 -0.896 -0.789
H 1.067 4.062 3.799
H 1.393 2.530 2.975
H 1.092 2.549 4.702
H -1.202 4.542 4.721
H -3.423 5.152 5.362
H -4.566 3.809 5.530
H -4.598 4.808 4.084
H -4.464 2.035 3.571
H -0.511 1.100 2.264
H -2.036 -2.689 0.665
H -3.451 -3.119 -0.281
H -3.685 -2.476 1.337
H -1.095 -1.016 -1.018
H -2.315 -0.172 -2.026
H -2.289 -1.950 -1.949
H -5.319 -1.126 -0.056
H -4.618 -1.622 -1.611
H -4.725 0.099 -1.189

Computed properties:
frontier orbital gap = 4.48 eV
net charge = -1
relative energy (zero: lowest compared OMol25 entry of this formula, charge and spin) = 1.734 eV
largest force on an atom = 1.4 eV Å⁻¹
molar mass = 874.44 g/mol

(3)
Entry from the OMol25 dataset: a 10-piece molecular cluster, C18H56O10 overall in a non-equilibrium geometry (ωB97M-V/def2-TZVPD).

Geometry (Å):
C -5.390 -1.473 1.330
O -4.178 -2.125 1.523
H -5.279 -0.359 0.863
H -5.809 -1.227 2.298
H -6.109 -1.988 0.702
H -3.661 -1.428 1.138
C -2.807 -1.031 -3.123
O -2.849 -0.178 -4.294
H -3.769 -0.794 -2.484
H -1.953 -0.572 -2.520
H -2.735 -2.109 -3.231
H -3.962 -0.077 -4.557
C 1.416 -2.672 4.058
O 0.451 -2.896 3.015
H 1.556 -1.498 3.760
H 2.395 -3.367 3.910
H 1.029 -2.950 5.050
H 0.437 -3.876 2.911
C -0.915 -5.219 1.419
O -0.341 -5.623 2.629
H -1.401 -4.365 1.701
H -1.477 -6.098 0.735
H -0.190 -4.864 0.713
H 0.089 -6.396 2.645
C -3.152 2.636 -0.699
O -3.754 1.675 0.165
H -3.345 3.686 -0.441
H -3.497 2.462 -1.712
H -2.068 2.777 -0.407
H -4.390 2.309 0.708
C -0.794 -0.588 0.363
O -1.176 -1.854 0.870
H -1.729 -0.025 -0.050
H -0.081 -0.710 -0.532
H -0.238 0.171 1.022
H -0.556 -1.989 1.470
C -0.181 3.136 2.479
C 0.329 2.605 3.869
C 0.590 1.125 3.963
O 1.527 3.200 4.213
H -0.916 2.450 2.193
H 0.648 2.978 1.662
H -0.375 4.077 2.585
H -0.285 2.780 4.626
H 0.771 0.559 4.930
H 1.279 0.741 3.324
H -0.441 0.642 3.807
H 1.477 3.471 5.060
C 4.782 3.732 0.630
C 3.546 3.134 1.432
C 3.038 1.878 0.690
O 3.894 2.948 2.737
H 5.322 2.835 0.241
H 5.223 4.458 1.223
H 4.602 4.042 -0.343
H 2.789 3.839 1.378
H 3.727 1.134 0.693
H 2.637 2.276 -0.304
H 2.094 1.576 1.013
H 3.063 2.688 3.287
C 0.337 1.743 -2.708
C -0.254 2.373 -3.965
C 0.363 1.615 -5.140
O -1.627 2.293 -4.155
H 0.171 0.703 -2.453
H 0.258 2.306 -1.933
H 1.276 1.687 -2.769
H 0.089 3.334 -4.385
H -0.214 1.852 -6.151
H 0.394 0.535 -5.140
H 1.440 1.940 -5.497
H -1.899 1.325 -4.357
C 1.032 -1.797 -3.197
C 2.110 -2.810 -2.481
C 1.949 -2.880 -0.988
O 1.730 -4.040 -2.905
H 1.019 -2.069 -4.244
H 1.665 -0.815 -2.914
H 0.006 -1.622 -2.509
H 3.254 -2.749 -2.832
H 2.552 -2.111 -0.568
H 2.518 -3.790 -0.440
H 0.997 -2.665 -0.764
H 1.929 -4.028 -3.839

Computed properties:
frontier orbital gap = 9.88 eV
relative energy (zero: lowest compared OMol25 entry of this formula, charge and spin) = 14.487 eV
largest force on an atom = 8.0 eV Å⁻¹
SMILES string = CC(C)O.CC(C)O.CC(C)O.CC(C)O.CO.CO.CO.CO.CO.CO
molar mass = 432.64 g/mol

(4)
Entry from the OMol25 dataset: an isolated ion of composition C3H2NO2S and charge -1 in a non-equilibrium geometry (ωB97M-V/def2-TZVPD).

Geometry (Å):
C -0.476 -0.549 -1.535
C 1.502 -1.765 -0.803
C 0.122 -1.680 0.988
N 0.654 -1.442 -1.592
O 2.602 -2.072 -0.368
O -0.031 -2.856 0.879
S -0.863 -0.408 0.250
H -1.273 -0.961 -2.152
H 1.030 -1.179 1.438

Computed properties:
frontier orbital gap (spin up / spin down) = 5.86 / 5.87 eV
net charge = -1
relative energy (zero: lowest compared OMol25 entry of this formula, charge and spin) = 3.429 eV
largest force on an atom = 4.3 eV Å⁻¹
molar mass = 116.12 g/mol

(5)
Entry from the OMol25 dataset: a single C6H13NO2 molecule in a non-equilibrium geometry (ωB97M-V/def2-TZVPD).

Geometry (Å):
C 1.156 0.506 0.571
C 0.665 1.750 1.295
C -0.038 -0.509 0.496
C -0.946 -0.189 -0.708
C -0.380 -0.678 -2.121
C -2.415 -0.796 -0.525
H 2.913 -0.399 0.529
H 2.180 -0.759 1.864
H 1.465 0.778 -0.477
H 0.343 -1.542 0.346
H -0.506 -0.541 1.505
H -1.126 0.879 -0.712
H -0.077 -1.665 -2.001
H 0.485 -0.041 -2.302
H -1.074 -0.536 -2.933
H -2.992 -0.551 -1.387
H -3.003 -0.296 0.253
H -2.474 -1.927 -0.366
H 2.386 1.914 2.049
N 2.373 0.007 1.285
O -0.494 2.152 1.281
O 1.560 2.442 2.058

Computed properties:
frontier orbital gap = 10.60 eV
relative energy (zero: lowest compared OMol25 entry of this formula, charge and spin) = 0.743 eV
largest force on an atom = 3.5 eV Å⁻¹
SMILES string = CC(C)C[C@H](N)C(=O)O
molar mass = 131.17 g/mol

(6)
Entry from the OMol25 dataset: C38H39F5N2O2SbTeZr as an isolated structure (ωB97M-V/def2-TZVPD).

Geometry (Å):
Zr -0.240 -0.813 -0.660
O -2.256 -1.755 -0.044
C -3.051 -0.905 0.827
C -2.908 0.531 0.412
C -3.934 1.441 0.574
C -3.721 2.764 0.215
C -2.494 3.127 -0.313
C -1.525 2.156 -0.471
N -1.724 0.882 -0.114
H -2.725 -1.852 -0.889
H -2.655 -1.067 1.829
H -4.085 -1.242 0.797
H -4.882 1.117 0.980
H -4.506 3.497 0.338
H -2.283 4.144 -0.611
H -0.556 2.387 -0.895
F 0.211 1.835 1.936
C 0.128 0.590 2.445
C 0.060 -0.512 1.608
C -0.035 -1.712 2.281
F -0.192 -2.860 1.548
C -0.015 -1.879 3.656
F -0.101 -3.081 4.205
C 0.097 -0.744 4.442
F 0.138 -0.837 5.755
C 0.168 0.500 3.827
F 0.275 1.591 4.572
C 6.619 -4.237 -6.490
C 5.603 -3.508 -5.660
C 4.448 -2.987 -6.232
C 3.486 -2.319 -5.485
C 2.284 -1.785 -6.210
C 3.713 -2.196 -4.110
Te 2.333 -1.235 -2.838
N 0.407 0.233 -2.355
C -0.746 0.039 -2.987
O -1.636 -0.629 -2.295
C -1.049 0.470 -4.349
C -0.116 1.245 -5.040
C -0.371 1.620 -6.348
C -1.556 1.224 -6.958
C -2.492 0.463 -6.268
C -2.243 0.085 -4.960
C 0.732 -2.631 -2.825
C -0.144 -2.788 -3.893
C -1.251 -3.612 -3.760
C -1.511 -4.255 -2.556
C -0.644 -4.101 -1.489
C 0.504 -3.302 -1.602
C 1.565 -3.341 -0.517
C 4.898 -2.643 -3.497
C 5.261 -2.479 -2.044
C 5.810 -3.318 -4.299
H 6.320 -4.285 -7.535
H 6.749 -5.256 -6.125
H 7.590 -3.743 -6.435
H 4.295 -3.096 -7.300
H 2.580 -1.385 -7.178
H 1.772 -0.976 -5.680
H 1.562 -2.581 -6.400
H 0.791 1.560 -4.541
H 0.342 2.227 -6.890
H -1.755 1.520 -7.980
H -3.414 0.170 -6.752
H -2.963 -0.508 -4.411
H 0.020 -2.258 -4.819
H -1.919 -3.745 -4.601
H -2.376 -4.898 -2.455
H -0.820 -4.625 -0.557
H 1.325 -4.094 0.226
H 1.719 -2.403 0.050
H 2.539 -3.561 -0.957
H 4.675 -1.739 -1.497
H 6.303 -2.172 -1.958
H 5.159 -3.428 -1.513
H 6.721 -3.689 -3.842
C 4.327 1.432 -1.187
Sb 2.694 0.982 0.116
C 3.666 -0.560 1.230
C 3.090 2.506 1.537
H 5.231 1.153 -0.647
H 4.333 2.506 -1.369
H 4.323 0.934 -2.155
H 4.683 -0.238 1.449
H 3.709 -1.507 0.691
H 3.133 -0.720 2.167
H 4.148 2.435 1.783
H 2.489 2.354 2.430
H 2.873 3.485 1.117

Computed properties:
frontier orbital gap (spin up / spin down) = 7.20 / 5.63 eV
net charge = +2
relative energy (zero: lowest compared OMol25 entry of this formula, charge and spin) = 1.168 eV
2S+1 = 2
largest force on an atom = 0.6 eV Å⁻¹
<S²> = 0.755
molar mass = 991.32 g/mol

(7)
Entry from the OMol25 dataset: Cl2H2O2P2 as an isolated structure in a non-equilibrium geometry (ωB97M-V/def2-TZVPD).

Geometry (Å):
O -1.767 1.946 0.247
O -0.002 -0.130 -1.183
P 1.050 -0.282 -0.158
P -2.030 0.725 -0.460
Cl -1.744 -0.822 0.984
Cl 1.724 -2.158 -0.058
H 0.674 0.139 1.103
H 2.095 0.580 -0.476

Computed properties:
frontier orbital gap = 10.23 eV
relative energy (zero: lowest compared OMol25 entry of this formula, charge and spin) = 0.780 eV
largest force on an atom = 2.2 eV Å⁻¹
molar mass = 166.87 g/mol

(8)
Entry from the OMol25 dataset: C8H24BCaF5O4 as an isolated structure in a non-equilibrium geometry (ωB97M-V/def2-TZVPD).

Geometry (Å):
Ca 0.299 0.491 0.005
B 4.443 0.055 -0.084
F 5.463 0.432 -0.886
F 4.820 -0.585 1.049
F 3.722 1.217 0.270
F 3.522 -0.737 -0.742
F -3.000 0.349 -0.003
C -0.286 -0.650 5.245
C -0.678 0.577 4.466
O 0.375 1.057 3.580
H -0.141 -1.478 4.552
H -0.939 -0.944 6.067
H 0.694 -0.477 5.691
H -0.914 1.435 5.096
H -1.629 0.358 3.981
H 1.057 1.373 4.177
C -2.244 -1.296 -4.554
C -1.360 0.006 -4.450
O -0.180 -0.294 -3.697
H -2.477 -1.544 -3.519
H -1.643 -2.130 -4.919
H -3.186 -1.176 -5.088
H -1.887 0.819 -3.952
H -1.084 0.307 -5.460
H 0.256 -1.016 -4.157
C -2.315 5.440 -1.017
C -1.006 5.206 -0.209
O -0.202 4.180 -0.777
H -2.956 4.559 -1.022
H -2.131 5.624 -2.076
H -2.944 6.168 -0.505
H -1.273 4.848 0.785
H -0.484 6.163 -0.214
H -0.108 4.400 -1.707
C 1.549 -5.352 -0.160
C 1.239 -4.423 1.034
O 0.372 -3.387 0.676
H 2.097 -4.772 -0.902
H 0.620 -5.738 -0.580
H 2.059 -6.244 0.204
H 2.136 -3.990 1.477
H 0.805 -5.007 1.846
H -0.460 -3.824 0.481

Computed properties:
frontier orbital gap = 7.20 eV
relative energy (zero: lowest compared OMol25 entry of this formula, charge and spin) = 7.066 eV
largest force on an atom = 2.4 eV Å⁻¹
molar mass = 330.16 g/mol

Which value of largest force on an atom does entry 6 give? 0.6 eV Å⁻¹